1.
DFT (ωB97M-V with the def2-TZVPD basis set) results for the molecule C18H21N3O6S2 at a distorted geometry.

Orbital gap = 8.917 eV
Multiplicity = 1
Structure (SMILES) = COc1ccccc1CNC(=O)C(=O)NC[C@@H]1OCCN1S(=O)(=O)c1cccs1
HOMO energy = -8.391 eV
DFT total energy = -2110.599288 Ha

Element x y z (Å)
C1 -1.5548 -3.2089 -1.5439
H1 -0.7413 -2.5841 -1.9205
O1 -2.2724 -2.5332 -0.5377
C2 -2.7329 -1.2794 -0.7987
C3 -2.8344 -0.7367 -2.0740
C4 -3.3737 0.5245 -2.2573
C5 -3.8227 1.2574 -1.1762
C6 -3.6964 0.7322 0.0996
C7 -3.1520 -0.5222 0.3064
C8 -2.9587 -1.0569 1.7067
N1 -1.6285 -1.5902 1.8985
C9 -0.5420 -0.8298 2.0260
O2 -0.5048 0.3663 2.2776
C10 0.7414 -1.6349 1.8070
O3 0.7358 -2.8265 1.5721
N2 1.8418 -0.8582 1.9016
C11 3.0807 -1.2438 1.2769
H2 3.3043 -2.2785 1.5456
H3 3.8816 -0.5868 1.6182
C12 2.9191 -1.1572 -0.2593
N3 2.5286 0.2055 -0.6085
S1 0.9292 0.4914 -1.0193
O4 0.1447 -0.6314 -0.5993
O5 0.8311 0.9004 -2.3899
C13 0.5805 1.8748 0.0167
C14 1.4140 2.5040 0.8924
C15 0.7690 3.5513 1.5801
C16 -0.5324 3.6848 1.2076
S2 -0.9948 2.5369 0.0185
H4 -1.2498 4.3919 1.5736
H5 1.2516 4.1658 2.3179
H6 2.4428 2.2275 1.0335
C17 3.5526 0.7672 -1.4746
H7 3.1922 0.7904 -2.5079
C18 4.7126 -0.2154 -1.2844
H8 5.3640 0.1051 -0.4602
O6 4.0870 -1.4430 -0.9726
H9 5.3086 -0.3646 -2.1841
H10 3.8005 1.7818 -1.1576
H11 2.1405 -1.8703 -0.5572
H12 1.6331 0.1303 1.9929
H13 -1.4482 -2.5199 1.5355
H14 -3.1027 -0.2460 2.4253
H15 -3.6723 -1.8592 1.9142
H16 -4.0147 1.3125 0.9534
H17 -4.2489 2.2385 -1.3180
H18 -3.4418 0.9300 -3.2556
H19 -2.4897 -1.2911 -2.9317
H20 -1.1386 -4.0933 -1.0633
H21 -2.2080 -3.5157 -2.3680

Atom charges from the Löwdin analysis, given in e for atoms 1 to 4: atom 1 (C): -0.07, atom 2 (H): 0.09, atom 3 (O): -0.09, atom 4 (C): -0.24

2.
DFT (ωB97M-V with the def2-TZVPD basis set) results for a structure of composition C18H21N4O3ReS2 at a distorted geometry.

Orbital gap (alpha / beta) = 6.139 / 5.885 eV
Multiplicity = 2
Total charge = +1
HOMO energy (alpha / beta) = -11.296 / -11.063 eV
DFT total energy = -2017.737849 Ha

Element x y z (Å)
Re1 0.4422 0.3230 0.3366
C1 2.1456 -1.5225 -4.7253
S1 3.0641 -0.4274 -3.6131
C2 1.9508 -0.2664 -2.3179
S2 2.4058 0.8102 -1.0257
N1 0.8324 -0.9369 -2.3441
N2 0.0124 -0.8152 -1.3093
C3 -1.0962 -1.5367 -1.3102
C4 -1.9157 -1.4449 -0.1513
C5 -3.1459 -2.0941 0.0260
C6 -3.8053 -1.9594 1.2301
C7 -3.2536 -1.1572 2.2270
C8 -2.0533 -0.5172 1.9806
N3 -1.4001 -0.6713 0.8386
H1 2.6997 -1.5405 -5.6575
H2 1.1506 -1.1205 -4.8726
H3 2.0949 -2.5193 -4.3055
H4 -1.3347 -2.1782 -2.1452
H5 -3.5622 -2.6741 -0.7808
H6 -4.7460 -2.4589 1.4008
H7 -3.7558 -1.0167 3.1687
H8 -1.5948 0.1333 2.7148
O1 1.8240 0.7350 4.1683
C9 1.5531 0.4102 3.0385
O2 1.0072 1.1403 2.1345
C10 1.8624 -1.0018 2.5391
C11 2.4762 -1.9500 3.3380
C12 2.8145 -3.1706 2.7787
C13 2.5131 -3.3900 1.4415
C14 1.8465 -2.4133 0.7294
N4 1.5146 -1.2326 1.2636
H9 2.6756 -1.6982 4.3668
H10 3.3054 -3.9310 3.3624
H11 2.7805 -4.3115 0.9516
H12 1.5642 -2.5769 -0.3017
C15 -1.4852 3.1837 -1.9601
C16 -0.8415 3.1092 -0.5557
C17 -1.8144 3.7054 0.4811
C18 0.4982 3.8769 -0.5494
O3 -0.6177 1.7978 -0.2459
H13 -1.4399 4.2012 -2.3342
H14 -2.5254 2.8705 -1.9132
H15 -0.9501 2.5256 -2.6409
H16 -2.0803 4.7158 0.1882
H17 -1.3511 3.7222 1.4641
H18 -2.7202 3.1038 0.5280
H19 0.3165 4.9439 -0.6423
H20 1.1181 3.5465 -1.3797
H21 1.0209 3.6791 0.3847

Atom charges from the Löwdin analysis, given in e for atoms 1 to 4: atom 1 (Re): 1.47, atom 2 (C): -0.36, atom 3 (S): 0.92, atom 4 (C): -1.08

3.
DFT (ωB97M-V with the def2-TZVPD basis set) results for the molecule C18H21NO2.

Orbital gap = 8.912 eV
Multiplicity = 1
Structure (SMILES) = COc1ccc(C(=O)[C@H](Cc2ccccc2)N(C)C)cc1
HOMO energy = -8.245 eV
DFT total energy = -903.710490 Ha

Element x y z (Å)
C1 6.0738 1.1519 0.9629
H1 6.1018 2.0376 0.3206
O1 5.4221 0.0758 0.3300
C2 4.1248 0.2220 -0.0364
C3 3.5498 -0.8722 -0.6888
C4 2.2333 -0.8408 -1.0902
C5 1.4500 0.2911 -0.8614
C6 2.0406 1.3911 -0.2427
C7 3.3542 1.3620 0.1805
H2 3.7680 2.2288 0.6710
H3 1.4403 2.2746 -0.0831
C8 0.0309 0.4092 -1.2756
O2 -0.4214 1.4678 -1.6541
C9 -0.8173 -0.8569 -1.1484
N1 -0.8818 -1.3563 0.2187
C10 -0.1229 -2.5459 0.5130
H4 -0.4848 -2.9540 1.4579
H5 -0.2870 -3.2901 -0.2648
H6 0.9589 -2.3640 0.6139
C11 -0.7650 -0.3693 1.2697
H7 -1.2674 0.5479 0.9735
H8 0.2797 -0.1377 1.5287
H9 -1.2597 -0.7570 2.1623
H10 -0.3385 -1.6198 -1.7727
C12 -2.2456 -0.6431 -1.7130
C13 -3.1733 0.0249 -0.7405
C14 -3.8419 -0.7356 0.2116
C15 -4.6844 -0.1347 1.1290
C16 -4.8745 1.2366 1.1033
C17 -4.2181 2.0009 0.1540
C18 -3.3742 1.3989 -0.7631
H11 -2.8542 1.9990 -1.4944
H12 -4.3648 3.0712 0.1267
H13 -5.5336 1.7072 1.8187
H14 -5.1970 -0.7371 1.8657
H15 -3.6921 -1.8048 0.2351
H16 -2.6506 -1.6232 -1.9711
H17 -2.1608 -0.0448 -2.6212
H18 1.8284 -1.6901 -1.6192
H19 4.1665 -1.7383 -0.8709
H20 7.0905 0.8105 1.1499
H21 5.5972 1.4063 1.9149

Atom charges from the Löwdin analysis, given in e for atoms 1 to 4: atom 1 (C): -0.08, atom 2 (H): 0.10, atom 3 (O): -0.08, atom 4 (C): -0.27

4.
DFT (ωB97M-V with the def2-TZVPD basis set) results for the molecule C18H21NO3S2 at a distorted geometry.

Orbital gap = 9.387 eV
Multiplicity = 1
Structure (SMILES) = O=S(=O)(c1ccccc1)N1CCC(O)(CSc2ccccc2)CC1
HOMO energy = -8.746 eV
DFT total energy = -1775.360321 Ha

Element x y z (Å)
O1 -4.2634 -1.8646 1.2652
S1 -3.7879 -1.3731 0.0061
O2 -4.2251 -2.0104 -1.2004
N1 -2.1261 -1.4705 0.0374
C1 -1.4495 -1.1051 -1.1833
C2 -0.0416 -1.6928 -1.1651
H1 -0.1070 -2.7793 -1.1153
H2 0.4889 -1.4143 -2.0779
C3 0.7273 -1.1779 0.0645
O3 0.8738 0.2255 0.0206
H3 1.4625 0.4338 -0.7185
C4 2.1104 -1.8451 0.1441
H4 2.0211 -2.9291 0.1019
H5 2.6148 -1.5495 1.0617
S2 3.1695 -1.3279 -1.2594
C5 4.2961 -0.1929 -0.4697
C6 4.5072 1.0470 -1.0562
C7 5.4014 1.9333 -0.4837
C8 6.0797 1.5875 0.6730
C9 5.8749 0.3440 1.2477
C10 4.9930 -0.5536 0.6737
H6 4.8580 -1.5330 1.1092
H7 6.4130 0.0637 2.1410
H8 6.7727 2.2823 1.1228
H9 5.5633 2.8982 -0.9401
H10 3.9747 1.3072 -1.9585
C11 -0.0735 -1.5146 1.3304
C12 -1.4878 -0.9495 1.2215
H11 -2.0937 -1.2593 2.0730
H12 -1.4299 0.1488 1.1878
H13 -0.1198 -2.5966 1.4476
H14 0.4222 -1.0765 2.1970
H15 -2.0328 -1.5149 -2.0077
H16 -1.3883 -0.0098 -1.2838
C13 -4.1339 0.3834 -0.1036
C14 -4.2377 1.1238 1.0576
C15 -4.4354 2.4924 0.9713
C16 -4.5217 3.1002 -0.2716
C17 -4.4195 2.3461 -1.4304
C18 -4.2213 0.9773 -1.3473
H17 -4.1528 0.3571 -2.2270
H18 -4.4953 2.8232 -2.3958
H19 -4.6755 4.1671 -0.3376
H20 -4.5229 3.0831 1.8706
H21 -4.1822 0.6153 2.0070

Atom charges from the Löwdin analysis, given in e for atoms 1 to 4: atom 1 (O): -0.28, atom 2 (S): 0.67, atom 3 (O): -0.28, atom 4 (N): -0.23

5.
DFT (ωB97M-V with the def2-TZVPD basis set) results for the molecule C18H21NO5 at a distorted geometry.

Orbital gap = 8.602 eV
Multiplicity = 1
Structure (SMILES) = CO[C@@H]1C=CC2=C3[C@@H]1O[C@H]1C(=O)C=C[C@]4(O)[C@@H](C2)[N@+](C)([O-])CC[C@]314
HOMO energy = -8.491 eV
DFT total energy = -1129.249681 Ha

Element x y z (Å)
O1 -4.2564 -1.1438 0.5852
O2 1.1942 -3.3070 0.8327
O3 -1.0988 2.6190 -1.7807
O4 -2.2023 1.3307 0.5161
O5 -0.6707 -0.5269 -1.7216
C1 -3.0517 -1.2346 0.3952
C2 1.7558 2.4200 -0.4211
C3 -2.4824 -2.4615 -0.1731
C4 0.8118 3.4275 -0.5854
C5 1.3061 1.0788 -0.1172
C6 0.0375 0.9058 0.4433
C7 -1.1542 -2.4969 -0.5598
C8 -2.4007 3.0439 -2.2226
C9 -0.0433 -1.0354 2.0171
C10 -0.6680 3.1095 -0.5229
C11 -0.6003 -0.4127 0.6956
C12 1.9990 -0.1272 -0.7127
C13 3.1840 -2.5297 0.5412
C14 1.4612 -1.4557 1.9002
C15 -0.9468 2.0447 0.5773
C16 -2.1360 -0.0522 0.8689
C17 -0.2872 -1.2651 -0.5652
C18 1.2700 -1.5070 -0.5833
N1 1.7435 -2.1946 0.6702
H1 -0.7841 0.4231 -1.4958
H2 2.8018 2.6559 -0.5645
H3 -3.0968 -3.3521 -0.2304
H4 1.1088 4.4226 -0.8732
H5 -0.7151 -3.4068 -0.9049
H6 -2.4173 4.1505 -2.3447
H7 -3.1819 2.7462 -1.5324
H8 -2.6116 2.6290 -3.2135
H9 -0.6402 -1.9356 2.2370
H10 -0.0794 -0.3325 2.8872
H11 -1.1906 4.0288 -0.2305
H12 2.1695 0.0958 -1.7827
H13 2.9921 -0.1611 -0.2686
H14 3.4420 -3.4301 1.1029
H15 3.8224 -1.7251 0.9272
H16 3.4057 -2.6893 -0.5356
H17 2.1368 -0.5852 1.9815
H18 1.7065 -2.0925 2.7320
H19 -0.7839 2.4751 1.5495
H20 -2.3682 -0.0247 1.9424
H21 1.5193 -2.1214 -1.4602

Atom charges from the Löwdin analysis, given in e for atoms 1 to 4: atom 1 (O): 0.08, atom 2 (O): -0.15, atom 3 (O): -0.15, atom 4 (O): -0.03

Question: multiplicity of number 4 (C18H21NO3S2)?
Answer: 1

Question: What is the DFT total energy in the fourth record?
Answer: -1775.360321 Ha

Question: The lowest DFT total energy belongs to which entry?
Answer: C18H21N3O6S2

Question: Which formula does entry 4 have?
Answer: C18H21NO3S2